Computed, not measured: the ion C24H35N2O5 with charge +1, with wB97M-V/def2-TZVPD.

highest occupied orbital energy = -10.47 eV
E_LUMO = -2.539 eV
spin multiplicity = 1
F_max = 0.83 eV/A
DFT total energy = -1421.00357 Ha
net charge = +1

Cartesian coordinates (Å):
H 4.876875 -2.025174 -1.092512
C -2.936688 0.440968 1.384930
C -2.365608 2.723740 0.942221
H -2.649881 3.741469 0.728284
H -4.867081 -2.867730 -0.279938
C 1.240922 3.179791 0.683866
H -0.345330 3.609401 -3.300139
H 4.957796 0.412504 -1.155527
H 6.017178 -1.498579 0.158800
H -1.258937 -0.868917 1.745943
H -3.508017 -3.784256 1.371959
H -2.979028 -3.820115 -1.495622
C 0.567226 -0.590321 -1.316806
C -1.002422 2.412921 1.026463
C 3.937371 0.769269 -1.245271
H 3.765012 1.551604 -0.510759
H 5.333099 -3.127918 0.208671
H 5.102498 -1.639691 2.588059
N 4.024796 -1.636026 0.795320
H 3.791338 1.190037 -2.236517
C 5.115498 -2.086284 -0.035535
O -0.155031 3.429322 0.770736
C 1.922657 3.142590 2.047133
N -3.940634 -2.435394 -0.225501
C -1.841448 -2.002320 -1.440903
H 1.624611 4.024843 0.104613
C -3.321606 1.749017 1.114668
H -3.751220 -2.445683 -2.318616
H 3.120787 -1.189329 -1.730880
H -2.422216 2.101367 -1.637676
H -4.371869 1.981827 1.037060
H 1.615151 2.273062 2.621494
H 4.125638 -3.094579 2.294356
H -1.982406 4.179969 -2.942456
H -0.804840 3.977328 -1.635111
O 2.121365 -0.517167 1.215244
H -2.737186 -0.133504 -1.992433
H -1.984498 1.718027 -3.331026
C -1.618072 2.139538 -2.384566
H -2.202620 -2.667863 0.897015
C -3.771516 -1.727042 2.087618
H -0.661330 -3.711622 -0.916796
H 3.000341 3.106181 1.912631
H -3.066076 -1.641624 2.916996
C 2.994376 -0.851596 0.431937
H 3.332395 -1.567028 2.745534
O -0.501300 1.392224 -1.931736
O -3.983065 -0.495680 1.444512
H 1.418615 2.257829 0.120580
H 1.432919 -2.480863 -0.798542
O 1.661053 0.192707 -1.298511
C -0.637119 0.081991 -1.668150
H -4.078389 -1.395715 -0.127697
C 4.156204 -2.008711 2.190003
C -1.820181 -0.632395 -1.719503
C -1.157432 3.574256 -2.579856
C -3.147421 -2.742367 -1.458686
C -1.597326 0.128096 1.511562
C 2.935495 -0.364162 -1.028109
C 0.532699 -1.949240 -1.059503
H 0.396894 0.812592 1.424348
C -0.634110 1.107811 1.336483
C -3.278696 -2.768316 1.055104
C -0.664305 -2.650101 -1.114904
H -4.747169 -2.023182 2.485792
H 1.671291 4.038243 2.609858

Cartesian forces, eV/Å:
H 0.0 0.0 0.0
C 0.1 0.1 0.0
C 0.3 0.0 0.0
H 0.0 0.1 0.0
H 0.1 0.1 0.0
C 0.5 0.0 0.1
H 0.1 0.0 -0.1
H 0.1 0.0 0.0
H 0.0 0.0 0.0
H 0.0 -0.2 0.0
H 0.0 0.0 -0.1
H -0.1 0.1 0.1
C -0.4 0.0 -0.1
C -0.3 -0.2 0.0
C -0.3 -0.2 -0.1
H 0.0 0.1 0.1
H 0.0 0.0 -0.1
H 0.0 0.0 0.0
N 0.1 -0.2 0.2
H 0.0 0.0 -0.1
C 0.2 0.0 -0.2
O -0.2 0.2 0.1
C -0.3 0.0 -0.3
N -0.4 0.4 0.0
C 0.1 -0.1 0.0
H 0.0 -0.2 0.0
C 0.0 -0.3 0.0
H -0.1 -0.1 0.1
H 0.0 0.1 0.1
H 0.1 -0.1 -0.1
H -0.1 0.1 0.0
H 0.0 -0.1 0.1
H 0.0 0.0 0.0
H -0.1 0.1 0.0
H 0.0 0.1 0.1
O -0.2 0.2 0.1
H -0.1 0.2 -0.1
H 0.0 0.0 0.1
C -0.4 0.3 -0.2
H -0.2 -0.1 0.0
C -0.1 -0.3 0.1
H 0.0 -0.1 0.0
H 0.1 0.0 0.0
H 0.0 0.0 -0.1
C -0.1 0.0 -0.3
H 0.1 -0.1 0.0
O 0.3 -0.2 0.1
O 0.1 0.4 0.0
H 0.0 0.1 0.0
H 0.1 0.0 0.0
O 0.1 0.1 0.0
C 0.2 -0.1 0.0
H -0.1 -0.5 -0.2
C -0.2 0.1 0.3
C 0.1 0.0 -0.1
C 0.0 -0.4 0.1
C 0.5 0.0 -0.5
C -0.4 -0.1 0.1
C 0.1 0.0 0.0
C 0.2 0.3 0.0
H 0.2 0.0 0.0
C 0.2 0.4 0.0
C 0.3 0.2 0.7
C -0.3 0.0 -0.1
H 0.1 0.0 0.0
H 0.0 0.1 0.1